{"formula": "C4H6IN", "method": "ωB97M-V/def2-TZVPD", "symbols": ["N", "H", "H", "C", "C", "H", "H", "H", "I", "C", "C", "H"], "positions_angstrom": [[-1.3179, 0.4335, -0.8181], [1.1716, -2.6019, -1.2415], [1.0049, -1.5481, 1.8298], [1.1821, -1.1025, 0.7967], [0.2151, -0.7869, -0.1852], [1.9218, -0.3427, 0.9081], [0.1876, 1.8030, -1.0489], [-0.4279, 1.6026, 0.6778], [-2.9611, 0.1721, 0.3097], [0.9574, -1.7763, -0.5751], [-0.6079, 1.6853, -0.3815], [-1.3258, 2.4619, -0.2717]], "forces_ev_per_a": [[3.9570, -1.4872, 0.8759], [0.2151, 0.3261, 0.3080], [-0.3131, 0.0161, -1.5062], [0.9367, 0.1108, 3.0564], [-4.0399, 0.4506, -3.3097], [1.2292, 0.2342, 0.0130], [1.3122, 0.6455, -0.6028], [1.3940, -0.2188, 0.4215], [-0.4324, -0.3394, 0.4754], [-1.2409, 0.7869, 0.0973], [-2.3524, -1.6898, 1.3592], [-0.6655, 1.1650, -1.1880]], "charge": 0, "energy_ha": -508.2117, "lumo_ev": [-0.3, -0.3], "de_lowest_kj_mol": 580.3, "homo_ev": [-8.7, -8.7]}


{"formula": "C4H6IN2", "method": "ωB97M-V/def2-TZVPD", "symbols": ["C", "N", "C", "C", "C", "I", "H", "N", "H", "H", "H", "H", "H"], "positions_angstrom": [[1.0372, 0.4251, -1.1557], [0.2394, 0.3514, 0.0784], [-0.8546, -0.4707, 0.0685], [0.4129, 1.0951, 1.1082], [-0.7828, -1.9144, 0.4771], [-2.7706, 0.4884, 0.0872], [-1.1268, -2.6531, 1.1695], [-0.6461, -1.6675, -0.7493], [1.8349, 1.0274, -0.8516], [0.4481, 0.8716, -1.8662], [1.2983, -0.4717, -1.5813], [1.2025, 1.8293, 1.2162], [-0.2924, 1.0890, 1.9989]], "forces_ev_per_a": [[-0.0710, 1.1003, 2.2485], [1.6048, 1.9151, 1.5493], [-2.9609, -3.5462, 0.5003], [-0.4105, 0.4671, 1.1388], [-0.5157, 2.4470, -1.3295], [0.4828, -0.0953, -0.2327], [0.4757, -0.4924, 0.3752], [-0.4094, -1.0331, -0.0365], [1.5662, 0.8218, -0.3068], [-1.5091, 1.5270, -1.6757], [0.7665, -2.4567, -0.1869], [0.2790, -0.1733, -0.5692], [0.7016, -0.4812, -1.4749]], "smiles": "C=[N+](C)[C@]1(I)C=N1", "charge": 1, "energy_ha": -562.8334, "lumo_ev": -5.6, "de_lowest_kj_mol": 358.9, "homo_ev": -13.7}


{"formula": "C4H6IN2O2P", "method": "ωB97M-V/def2-TZVPD", "symbols": ["N", "C", "P", "C", "H", "I", "H", "H", "C", "H", "H", "O", "C", "H", "N", "O"], "positions_angstrom": [[0.4449, -0.4681, 1.1637], [0.2068, -0.3285, -0.2605], [1.8420, -0.5827, -1.2372], [-0.1733, 1.1679, -0.4059], [0.1896, -1.3035, 1.6677], [-0.2499, 3.5344, 1.4216], [-0.9664, -2.1322, -0.7525], [-1.3635, -0.6126, -1.6463], [0.2087, 0.6675, 1.8676], [1.0515, -0.2031, -2.3356], [-1.7552, -0.7679, 0.0634], [-0.4679, 1.6696, -1.4855], [-1.0414, -1.0182, -0.7008], [1.8406, -2.0653, -1.2877], [0.0791, 1.6725, 0.8760], [0.1544, 0.7702, 3.0522]], "forces_ev_per_a": [[-0.1482, -0.6583, 0.2226], [0.6986, 0.4540, 0.1598], [-0.8023, -0.3611, 0.6317], [1.6077, -0.4620, -0.8665], [0.1628, -0.2200, -0.2182], [-0.2082, 1.1386, 0.2150], [0.0631, 0.8459, -0.0294], [-0.1386, -0.0790, -0.3345], [0.3975, -0.5728, -1.1835], [0.3938, -0.5700, -0.7417], [-0.8268, -0.0388, 0.1936], [0.2500, -0.0365, 2.5570], [-0.0072, -1.7626, -0.1238], [-0.4350, 1.2238, -0.2840], [-0.8676, 0.3925, -0.9429], [-0.1398, 0.7065, 0.7448]], "smiles": "C[C@]1(P)NC(=O)N(I)C1=O", "charge": 0, "energy_ha": -1055.0508, "lumo_ev": -0.2, "de_lowest_kj_mol": 0.0, "homo_ev": -9.7}


{"formula": "C4H6IN3", "method": "ωB97M-V/def2-TZVPD", "symbols": ["N", "I", "C", "N", "H", "H", "H", "N", "H", "C", "H", "C", "C", "H"], "positions_angstrom": [[1.1171, 2.1073, 0.3897], [-2.7671, -0.0142, -0.5745], [-1.9755, -1.7110, 0.3682], [0.6586, -1.2844, 0.3119], [0.9775, 0.7167, 1.9808], [0.6957, -1.2767, 1.3895], [-2.4110, -1.9643, 1.3514], [0.7830, -0.0466, -0.0265], [-1.6373, -2.6562, -0.0959], [1.0848, 1.8625, -0.9756], [0.9465, 2.6949, -1.7224], [0.9745, 0.9407, 0.9004], [0.8206, 0.5393, -1.1743], [0.7327, 0.0920, -2.1228]], "forces_ev_per_a": [[0.4588, 0.4825, -0.5481], [0.5071, -1.0694, 0.3674], [-0.2213, -0.8998, 0.6378], [-0.5553, -2.5501, 1.9089], [-0.0274, 0.0033, -0.7660], [-0.1098, -0.2047, -2.0053], [0.2263, 0.7785, -0.4281], [0.3382, 0.1706, 3.6421], [-0.2439, 1.1770, -0.5876], [-1.3430, 1.3058, -0.5830], [0.6648, -1.1558, 0.9751], [-0.0629, 0.6547, 2.4881], [0.6114, 2.1927, -4.4929], [-0.2432, -0.8852, -0.6084]], "charge": 0, "energy_ha": -617.8024, "lumo_ev": [-0.8, -0.4], "de_lowest_kj_mol": 336.9, "homo_ev": [-8.4, -8.5]}


{"formula": "C4H6INO2", "method": "ωB97M-V/def2-TZVPD", "symbols": ["N", "H", "C", "H", "O", "I", "H", "H", "C", "C", "H", "H", "C", "O"], "positions_angstrom": [[-1.1065, -0.0363, -0.3025], [1.5126, 0.3999, -1.3648], [-0.6763, -1.2015, 0.1621], [-1.2388, 1.9017, 1.0416], [-1.3734, -2.0291, 0.5771], [-3.0270, 0.4358, -0.0879], [-0.2760, 1.6237, -0.9252], [0.9779, -1.7959, -0.8254], [0.8139, -1.2161, 0.0262], [1.2090, 0.2765, -0.3115], [1.3825, -1.8082, 0.8267], [2.0932, 0.7295, 0.2025], [-0.0767, 1.0126, -0.1133], [-0.2144, 1.7075, 1.0946]], "forces_ev_per_a": [[0.4600, 2.3266, -0.4446], [-0.3872, -0.4240, 0.2494], [2.5262, 1.0477, 0.0536], [2.7617, -0.0107, 0.8409], [-2.6679, -4.1630, 1.6622], [-0.5928, 0.1352, -0.0095], [-0.0389, 1.9467, -1.4763], [0.3939, -1.0313, -1.6034], [1.8755, 0.4860, 1.3526], [1.3616, -0.7665, 0.2573], [-1.0672, 1.3488, -0.7175], [-1.0434, -0.5380, 0.2429], [-0.7308, -0.3458, 0.0107], [-2.8506, -0.0117, -0.4183]], "charge": 0, "energy_ha": -658.9132, "lumo_ev": -0.2, "de_lowest_kj_mol": 64.9, "homo_ev": -9.6}


{"formula": "C4H6INO2", "method": "ωB97M-V/def2-TZVPD", "symbols": ["H", "C", "H", "H", "C", "I", "C", "N", "H", "H", "H", "O", "O", "C"], "positions_angstrom": [[-1.3592, -0.1546, -1.9999], [1.1499, -0.6545, 0.5055], [0.9622, 1.3493, -1.2420], [1.2892, -1.6894, 0.5326], [-0.0581, 0.0362, -0.0217], [3.0027, 0.2276, -0.1099], [0.2510, 0.0686, 1.4266], [0.0096, 1.1387, -0.9057], [0.4856, 1.0919, 1.6414], [-0.5395, -0.4034, 1.9790], [-0.2888, 2.1337, -0.6268], [-1.7098, -1.5370, 0.5621], [-1.8999, -0.7753, -1.4658], [-1.2949, -0.8318, -0.2755]], "forces_ev_per_a": [[-0.4016, -0.0711, 0.1135], [-2.7204, -0.1869, 0.5468], [-0.6826, -0.6261, 0.0531], [-0.2538, -1.5247, 0.1315], [-1.6231, -0.8014, -0.7571], [3.7793, 1.4955, -0.8635], [-0.5977, 1.0780, -0.1329], [0.9865, 3.2665, -1.0375], [0.5293, 0.3878, 0.8644], [0.3418, -0.3250, 0.7058], [-0.0442, -2.4354, 0.1785], [-1.2191, -2.0010, 2.0628], [0.8151, 0.7716, -0.7051], [1.0906, 0.9723, -1.1603]], "charge": 0, "s_squared": 2.01, "multiplicity": 3, "energy_ha": -658.7582, "lumo_ev": [0.5, -3.9], "homo_ev": [-5.7, -9.7]}


{"formula": "C4H6IO3", "method": "ωB97M-V/def2-TZVPD", "symbols": ["C", "H", "H", "H", "H", "H", "C", "C", "H", "O", "C", "O", "I", "O"], "positions_angstrom": [[1.5591, 0.8809, -2.0763], [0.5761, -0.2191, -0.0451], [-2.3540, -0.6447, 0.9228], [0.1258, -1.9307, 0.2377], [0.8684, 0.3298, 3.2280], [-1.5914, -0.4779, -0.6398], [0.6127, -0.7971, 1.8868], [-1.4623, -0.2643, 0.4328], [-1.3021, 0.7410, 0.6157], [0.1592, 0.2438, 2.6176], [-0.0637, -0.9098, 0.5858], [1.5422, 1.8657, -1.4536], [-0.4903, 1.3556, -3.9291], [1.8205, -0.1734, -2.3833]], "forces_ev_per_a": [[-0.4784, 3.0834, 1.5851], [-0.1632, -0.8649, 0.5710], [0.3799, -0.3043, 0.5612], [-0.4609, 0.2706, -0.2549], [0.5231, 0.2681, 1.3730], [-0.6391, 0.8464, 0.1466], [0.5349, 0.4639, 0.3849], [0.5621, -2.6232, -1.9706], [-0.2616, 2.0991, 0.1641], [-0.3727, -0.7941, -1.8211], [-0.1197, 0.6510, 0.8646], [-0.1192, 1.0199, 0.2947], [-0.4695, 0.1319, -0.3701], [1.0843, -4.2478, -1.5284]], "charge": -1, "energy_ha": -679.4412, "lumo_ev": 3.0, "de_lowest_kj_mol": 304.0, "homo_ev": -3.9}


{"formula": "C4H6IO5V", "method": "ωB97M-V/def2-TZVPD", "symbols": ["C", "I", "H", "H", "H", "H", "O", "C", "H", "O", "C", "C", "O", "O", "O", "H", "V"], "positions_angstrom": [[-0.2349, -0.7044, -1.4904], [-1.2687, 1.6124, 0.8375], [0.3547, -0.7077, -2.4072], [2.5195, -1.3109, -0.9427], [2.2891, 0.4418, -0.8741], [-0.9072, 0.1506, -1.4182], [-2.0629, 3.1910, 3.2705], [2.0897, -0.4974, -0.3582], [2.4799, -0.4923, 0.6596], [-0.9757, -1.8932, -1.3655], [-0.7947, -2.4644, -0.1464], [0.5841, -0.6297, -0.1934], [-1.7630, 4.8071, 1.3250], [0.1592, -1.7777, 0.4961], [-1.4158, -3.4479, 0.2751], [0.1818, 0.2417, 0.3232], [-1.2351, 3.4809, 2.0091]], "forces_ev_per_a": [[0.2906, 0.4674, 0.5393], [-1.4438, -4.0931, -3.1656], [-0.1215, -0.0236, 0.0426], [-0.0264, -0.0649, 0.1132], [0.1176, 0.0609, 0.1596], [-0.2191, -0.0916, -0.8798], [-0.9270, -0.0870, 1.8246], [-0.7648, -0.3552, 0.4658], [0.5234, 0.0968, -0.2047], [-0.6938, -0.8864, -0.0271], [-1.7250, -2.2402, 0.3797], [0.3254, 0.1501, -1.5027], [0.1743, -0.2564, -0.1143], [0.2808, -0.8778, 1.3767], [2.1784, 3.2088, -1.3023], [1.3422, -1.0382, 0.0426], [0.6887, 6.0306, 2.2523]], "charge": 0, "energy_ha": -1773.8625, "lumo_ev": -2.1, "de_lowest_kj_mol": 168.9, "homo_ev": -10.5}


{"formula": "C4H6LiLuO2", "method": "ωB97M-V/def2-TZVPD", "symbols": ["Lu", "C", "Li", "C", "O", "O", "H", "H", "H", "C", "H", "H", "C", "H"], "positions_angstrom": [[-3.9954, -1.8068, 1.0797], [0.7855, 0.5082, -1.5161], [-2.3970, 1.4203, 1.9662], [-0.9654, -0.4526, 0.4147], [-2.0458, -0.2529, 1.0506], [2.3948, -0.5041, 0.3355], [2.2683, -0.8913, 1.2093], [1.8433, -0.3148, -1.6653], [1.0200, 0.6667, -2.5732], [0.1388, 0.4063, 0.4342], [0.1836, 1.4264, -1.5584], [0.2765, 1.1075, 1.2607], [1.3734, 0.0670, -0.2680], [-0.8808, -1.3800, -0.1701]], "forces_ev_per_a": [[1.6738, 1.0202, -0.1349], [4.6405, -1.8226, -1.4395], [0.3004, 0.3133, 0.0490], [5.4261, 0.7149, -2.1737], [-5.7377, -0.6598, 2.4386], [0.7128, 0.4080, -2.3769], [-0.5385, 0.1005, 0.2921], [-2.5254, 1.6814, -0.4830], [1.7449, -0.7636, -0.9456], [-2.0268, -2.4720, 3.6546], [-0.3564, -0.5466, 0.7869], [-0.2278, 0.2540, -0.1000], [-3.0698, 1.3642, 0.5960], [-0.0161, 0.4081, -0.1636]], "charge": 3, "s_squared": 0.75, "multiplicity": 2, "energy_ha": -1548.1108, "lumo_ev": [-12.9, -14.0], "homo_ev": [-19.5, -19.5]}